Record 1
Below is C38H34N11OSbSr as an isolated structure in a non-equilibrium geometry, with properties calculated with ωB97M-V with the def2-TZVPD basis set.

```
! wB97M-V def2-TZVPD RIJCOSX def2/J DEFGRID3
* xyz 2 1
Sr -0.1355 1.6811 -1.8028
C 3.6786 0.0260 -1.3238
C 3.3210 0.6271 -2.6486
C 4.1756 0.5020 -3.7456
C 3.8144 1.0588 -4.9511
C 2.6052 1.7471 -5.0430
C 1.8097 1.8446 -3.9174
N 2.1673 1.2930 -2.7409
Sb 0.0577 3.2089 -4.3860
C -1.7937 1.9214 -4.1588
C -2.4686 1.9097 -5.3626
C -3.7117 1.2779 -5.4290
C -4.2293 0.7059 -4.2918
C -3.4951 0.7544 -3.1031
C -4.0356 0.1359 -1.8515
N -2.2994 1.3420 -3.0502
C -0.0404 4.4982 -2.5365
C -0.0060 5.8212 -2.9357
C -0.0108 6.8156 -1.9592
C -0.0488 6.4468 -0.6338
C -0.0908 5.0934 -0.2974
C -0.1481 4.6541 1.1331
N -0.0872 4.1432 -1.2379
H 4.2617 -0.8851 -1.4498
H 4.2893 0.7213 -0.7435
H 2.7846 -0.2135 -0.7491
H 5.1071 -0.0358 -3.6350
H 4.4568 0.9688 -5.8170
H 2.3129 2.1959 -5.9835
H -2.0593 2.3826 -6.2459
H -4.2611 1.2543 -6.3607
H -5.1966 0.2228 -4.2963
H -5.0982 0.3497 -1.7443
H -3.9212 -0.9498 -1.8785
H -3.5162 0.5157 -0.9732
H 0.0281 6.0967 -3.9817
H 0.0192 7.8589 -2.2439
H -0.0489 7.1879 0.1529
H -0.1395 5.5082 1.8058
H -1.0596 4.0829 1.3150
H 0.7017 4.0149 1.3783
C -0.5651 1.6562 4.4840
N -0.2064 1.5016 3.0744
C -0.9858 1.3330 2.0069
N -0.2423 1.1483 0.9214
C 1.0235 1.2186 1.4209
N 1.0868 1.4347 2.7108
C -0.9778 0.3571 5.1365
C -1.8408 0.3865 6.2255
C -2.1466 -0.7824 6.9080
C -1.6025 -1.9905 6.5041
C -0.7536 -2.0233 5.4030
C -0.4391 -0.8517 4.7223
C -0.1753 -3.2926 4.9634
N 0.0339 -4.3683 5.6328
N 0.6051 -5.2776 4.7449
C 0.6942 -4.6719 3.6170
O 0.2211 -3.3972 3.6688
C 1.1660 -5.1569 2.3197
C 2.1936 -6.0879 2.2247
C 2.6245 -6.4914 0.9707
C 2.0424 -5.9657 -0.1755
C 1.0007 -5.0498 -0.0791
C 0.3418 -4.5279 -1.3382
N -0.0509 -3.1230 -1.2263
C 0.5509 -2.0322 -1.6933
N -0.0780 -0.9424 -1.2649
C -1.0996 -1.4640 -0.5305
N -1.1227 -2.7703 -0.4901
C 0.5606 -4.6557 1.1746
H -1.3494 2.4083 4.5638
H 0.3331 2.0549 4.9543
H -2.0630 1.3316 2.0633
H 1.9168 1.0974 0.8291
H -2.2632 1.3276 6.5574
H -2.8157 -0.7507 7.7568
H -1.8350 -2.9093 7.0249
H 0.2463 -0.8929 3.8848
H 2.6486 -6.4795 3.1243
H 3.4279 -7.2099 0.8835
H 2.3971 -6.2844 -1.1489
H -0.5640 -5.0810 -1.5864
H 1.0265 -4.6069 -2.1818
H 1.4308 -2.0669 -2.3156
H -1.8230 -0.8723 0.0020
H -0.2617 -3.9637 1.2758
*
```

Output
- Energy relative to the best compared isomer or geometry (same formula, charge and spin): 1.1180 eV
- Gap between HOMO and LUMO: 7.0 eV
- HOMO level: -12.40 eV

---

Record 2
Below is C38H35ClGaN2Si2 as an isolated structure in a non-equilibrium geometry, with properties calculated with ωB97M-V with the def2-TZVPD basis set.

```
! wB97M-V def2-TZVPD RIJCOSX def2/J DEFGRID3
* xyz 1 1
C -0.9221 -0.6941 1.5307
C -1.4955 -0.0343 0.3920
C -1.5367 -1.0300 -0.6848
H -2.0590 0.9036 0.3902
C -0.9505 -2.2232 -0.1780
C -0.5830 -2.0060 1.1673
H -0.1911 -2.7586 1.8412
H -0.8531 -0.2617 2.5255
H -2.0783 -0.9181 -1.6273
H -0.9137 -3.1654 -0.7251
Ga 0.3536 0.3484 -0.8849
Si 0.9154 0.2309 -6.8772
C 1.1082 1.7541 -7.8905
C 2.2646 2.1177 -8.5838
H 3.1893 1.5563 -8.4193
C 2.2244 3.1897 -9.4903
H 3.1265 3.4668 -10.0435
C 1.0260 3.9014 -9.6999
H 0.9948 4.7309 -10.4118
C -0.1213 3.5456 -8.9834
H -1.0590 4.0915 -9.1285
C -0.0794 2.4850 -8.0851
H -0.9695 2.2041 -7.5175
C 1.3313 -1.2029 -7.9789
C 0.6126 -1.2473 -9.1956
H -0.0354 -0.4044 -9.4586
C 0.7347 -2.3389 -10.0597
H 0.1891 -2.3410 -11.0047
C 1.5789 -3.4076 -9.7446
H 1.6946 -4.2593 -10.4256
C 2.3038 -3.3562 -8.5427
H 2.9967 -4.1598 -8.2921
C 2.1818 -2.2705 -7.6554
H 2.7627 -2.2208 -6.7269
H -0.5253 0.0888 -6.6424
Si 0.8383 0.4202 -4.1648
C -0.0188 -1.2029 -3.8422
C -1.3000 -1.2870 -4.4196
H -1.7878 -0.3794 -4.7759
C -1.8671 -2.5289 -4.6895
H -2.7989 -2.5717 -5.2596
C -1.2455 -3.7140 -4.2868
H -1.6863 -4.6832 -4.5248
C 0.0038 -3.6326 -3.6426
H 0.5034 -4.5682 -3.3521
C 0.6222 -2.3926 -3.4333
H 1.6485 -2.3551 -3.0354
C -0.3164 1.8689 -3.9551
C -1.6170 1.9086 -3.4035
H -1.9492 1.1555 -2.6683
C -2.5166 2.9039 -3.8184
H -3.5511 2.8994 -3.4713
C -2.1190 3.9000 -4.7253
H -2.8358 4.6222 -5.1266
C -0.7919 3.9288 -5.1598
H -0.4618 4.6758 -5.8926
C 0.1175 2.9663 -4.7176
H 1.1546 3.0047 -5.0565
H 1.7725 0.2948 -5.3113
Cl 2.5995 0.7422 -3.0236
N 2.0617 -0.8700 -0.2753
C 2.5281 -0.3139 0.9768
C 3.3775 -1.0189 1.8068
C 3.7625 -0.4521 3.0441
C 3.2784 0.7853 3.4326
C 2.3930 1.5298 2.5933
C 1.7574 2.7360 2.9578
C 0.7887 3.3077 2.1500
C 0.4260 2.6567 0.9717
N 1.0687 1.5294 0.5787
C 2.0531 0.9448 1.3459
H 2.7323 -0.7452 -1.0337
H 1.8213 -1.8606 -0.2227
H 3.7279 -1.9988 1.5032
H 4.4587 -0.9984 3.6907
H 3.5575 1.2219 4.4008
H 2.0279 3.1896 3.9102
H 0.2902 4.2394 2.3999
H -0.3580 3.0116 0.3060
*
```

Output
- Energy relative to the best compared isomer or geometry (same formula, charge and spin): 3.6716 eV
- Gap between HOMO and LUMO (alpha / beta): 4.3 / 4.3 eV
- HOMO level (alpha / beta): -7.60 / -7.60 eV

---

Record 3
Below is C38H35F5GeMnN7OSe as an isolated structure in a non-equilibrium geometry, with properties calculated with ωB97M-V with the def2-TZVPD basis set.

```
! wB97M-V def2-TZVPD RIJCOSX def2/J DEFGRID3
* xyz 0 5
Mn -0.8303 -0.5895 0.4424
C 0.0255 -3.5856 0.2028
C 1.3369 -3.0281 0.8137
N 1.1988 -1.6355 1.2750
C 1.2748 -1.4277 2.7293
C 0.0399 -0.7981 3.3310
C 0.0344 -0.3535 4.6459
C -1.1405 0.1578 5.1709
C -2.2885 0.1816 4.3874
C -2.2026 -0.2528 3.0776
C -3.3899 -0.1840 2.1340
N -3.1759 -0.9580 0.9080
C -3.4708 -2.3943 0.9795
C -2.4247 -3.1938 0.2001
N -1.1025 -2.7760 0.6713
N -1.0535 -0.7088 2.5719
H -0.1009 -4.6351 0.4876
H 0.0628 -3.5193 -0.8795
H 2.1213 -3.0997 0.0605
H 1.6352 -3.6591 1.6534
H 1.8862 -1.0375 0.8245
H 2.1230 -0.7856 2.9730
H 1.4363 -2.3858 3.2351
H 0.9422 -0.3939 5.2322
H -1.1654 0.5293 6.1865
H -3.2280 0.5413 4.7843
H -3.5126 0.8653 1.8526
H -4.2939 -0.4939 2.6696
H -3.6724 -0.5375 0.1324
H -4.4675 -2.6235 0.5950
H -3.4386 -2.7044 2.0278
H -2.4928 -2.9839 -0.8690
H -2.5885 -4.2659 0.3555
H -1.1167 -2.8624 1.6847
F 4.1380 4.6642 6.6339
C 3.6774 4.0152 5.5600
C 3.2458 4.7174 4.4464
F 3.2903 6.0526 4.4528
C 2.7652 4.0358 3.3446
F 2.3383 4.7416 2.2958
C 2.7085 2.6399 3.2956
Se 2.0859 1.7509 1.7679
C 3.1485 1.9705 4.4360
F 3.1018 0.6226 4.4737
C 3.6205 2.6332 5.5521
F 4.0150 1.9468 6.6346
N -1.1093 2.6922 2.2048
C -1.2100 2.4618 0.8650
O -1.0105 1.2527 0.4766
C -1.6058 3.5182 0.0377
C -1.7114 4.8155 0.5858
N -1.7804 5.8586 1.0736
C -1.8940 3.3346 -1.3300
N -2.1395 3.1688 -2.4447
H -1.0092 3.6571 2.4851
H -0.4936 2.0552 2.6899
C -2.6154 -0.2235 -2.7339
Ge -0.8049 -0.5804 -1.9772
C -0.2728 -2.3012 -2.8312
C 1.0867 -2.6178 -2.8910
C 1.5210 -3.8354 -3.3895
C 0.5950 -4.7694 -3.8379
C -0.7586 -4.4659 -3.8039
C -1.1846 -3.2429 -3.3036
C 0.5452 0.6801 -2.7005
C 1.2714 1.4124 -1.7936
C 2.1538 2.4330 -2.1875
C 2.3329 2.6937 -3.5143
C 1.6671 1.9183 -4.4936
C 1.8991 2.1302 -5.8729
C 1.2721 1.3699 -6.8183
C 0.3709 0.3637 -6.4237
C 0.1207 0.1412 -5.0987
C 0.7586 0.9024 -4.0902
H -2.5733 -0.2315 -3.8215
H -2.9509 0.7631 -2.4244
H -3.3483 -0.9660 -2.4041
H 1.8085 -1.8847 -2.5413
H 2.5795 -4.0613 -3.4279
H 0.9292 -5.7231 -4.2251
H -1.4830 -5.1849 -4.1665
H -2.2453 -3.0113 -3.2953
H 1.1520 1.2234 -0.7337
H 2.6677 3.0110 -1.4296
H 2.9914 3.4905 -3.8389
H 2.5967 2.9069 -6.1629
H 1.4664 1.5336 -7.8705
H -0.1219 -0.2358 -7.1789
H -0.5595 -0.6456 -4.8020
*
```

Output
- Energy relative to the best compared isomer or geometry (same formula, charge and spin): 0.8183 eV
- Gap between HOMO and LUMO (alpha / beta): 5.0 / 6.2 eV
- HOMO level (alpha / beta): -6.74 / -6.73 eV